Entry 1:
{
  "formula": "C9H36ClN18O13",
  "method": "ωB97M-V/def2-TZVPD",
  "orbital_gap_ev": 8.970,
  "molar_mass_g_mol": 640.0,
  "total_charge": -1,
  "energy_ev": -75884.6662,
  "e_above_lowest_kcal_mol": 0.0,
  "symbols": ["Cl", "O", "O", "O", "O", "C", "O", "N", "N", "H", "H", "H", "H", "C", "O", "N", "N", "H", "H", "H", "H", "C", "O", "N", "N", "H", "H", "H", "H", "C", "O", "N", "N", "H", "H", "H", "H", "C", "O", "N", "N", "H", "H", "H", "H", "C", "O", "N", "N", "H", "H", "H", "H", "C", "O", "N", "N", "H", "H", "H", "H", "C", "O", "N", "N", "H", "H", "H", "H", "C", "O", "N", "N", "H", "H", "H", "H"],
  "positions_angstrom": [[28.327, -1.982, 3.617], [29.141, -0.817, 3.824], [27.345, -2.140, 4.667], [27.578, -1.818, 2.368], [29.166, -3.137, 3.474], [27.787, -4.922, -0.602], [28.356, -5.790, -1.236], [26.918, -4.037, -1.202], [27.917, -4.714, 0.740], [26.829, -3.913, -2.191], [26.460, -3.355, -0.623], [27.533, -3.877, 1.145], [28.443, -5.368, 1.286], [31.221, -3.044, 7.155], [30.884, -3.996, 7.848], [32.518, -2.806, 6.786], [30.343, -2.128, 6.664], [32.671, -2.016, 6.169], [33.261, -3.417, 7.058], [29.441, -2.242, 7.090], [30.570, -1.436, 5.970], [32.977, -5.327, 2.952], [32.620, -6.461, 3.229], [34.252, -5.061, 2.488], [32.148, -4.260, 3.004], [34.466, -4.166, 2.090], [35.012, -5.643, 2.781], [31.192, -4.438, 3.253], [32.447, -3.305, 2.889], [33.449, -0.750, 4.177], [32.672, -0.454, 5.068], [33.024, -1.060, 2.906], [34.798, -0.914, 4.360], [33.708, -1.287, 2.208], [32.086, -0.804, 2.656], [35.200, -0.805, 5.273], [35.369, -1.416, 3.704], [24.337, -4.285, 3.949], [23.381, -4.974, 3.639], [25.035, -3.504, 3.071], [24.855, -4.237, 5.211], [24.710, -3.283, 2.151], [25.850, -3.025, 3.411], [24.374, -4.604, 6.011], [25.617, -3.628, 5.461], [29.135, 2.563, 6.567], [30.293, 2.643, 6.188], [28.748, 3.172, 7.742], [28.164, 1.873, 5.917], [29.392, 3.836, 8.128], [27.788, 3.217, 8.028], [28.376, 1.411, 5.050], [27.221, 1.968, 6.239], [26.225, 1.542, 2.740], [26.063, 2.751, 2.772], [25.950, 0.711, 3.789], [26.645, 0.884, 1.606], [25.978, -0.286, 3.674], [25.584, 1.220, 4.570], [26.888, -0.093, 1.705], [27.008, 1.410, 0.836], [27.575, -5.813, 6.184], [26.781, -6.421, 6.894], [28.781, -5.371, 6.654], [27.485, -5.813, 4.794], [29.497, -4.901, 6.129], [28.809, -5.302, 7.656], [26.594, -5.987, 4.369], [28.067, -5.066, 4.439], [30.983, -1.158, 0.120], [31.706, -2.106, 0.399], [30.163, -0.527, 1.008], [30.908, -0.713, -1.171], [30.114, -0.922, 1.934], [29.441, 0.066, 0.648], [31.510, -1.170, -1.830], [30.401, 0.097, -1.470]],
  "atomic_forces_ev_per_a": [[-0.44, -0.18, -0.87], [0.02, 0.16, 0.31], [0.45, -0.03, 0.21], [-0.01, 0.00, 0.06], [-0.10, -0.20, 0.41], [0.15, -0.08, -0.44], [0.04, -0.10, 0.14], [-0.46, 0.62, 0.60], [-0.28, 0.01, -0.43], [0.31, -0.39, -0.09], [-0.02, 0.03, -0.15], [0.23, -0.12, 0.39], [0.11, 0.08, 0.03], [1.09, -0.10, -0.33], [-0.02, 0.21, 0.27], [-0.41, 0.43, -0.26], [-0.31, -0.61, 0.59], [0.33, -0.16, 0.28], [-0.13, -0.22, 0.01], [-0.32, 0.41, -0.51], [-0.09, 0.15, 0.12], [-0.24, -0.52, -0.19], [0.24, 0.14, 0.24], [0.17, 0.41, -0.05], [-0.09, 0.10, 0.09], [0.04, 0.02, 0.10], [-0.13, -0.20, -0.08], [-0.01, 0.09, -0.05], [-0.08, -0.08, -0.07], [-0.35, -0.80, -0.55], [0.20, 0.35, 0.07], [0.52, 0.11, 0.78], [0.46, 0.12, 0.15], [-0.36, 0.20, -0.38], [0.08, -0.05, -0.18], [-0.33, 0.05, 0.13], [-0.15, 0.06, -0.13], [-0.28, -0.06, 0.06], [-0.18, 0.12, -0.03], [0.53, 0.25, 0.06], [0.21, 0.34, 0.73], [-0.25, -0.35, 0.01], [-0.03, 0.18, -0.14], [-0.25, -0.46, -0.38], [0.03, 0.05, -0.34], [0.85, 0.25, -0.03], [-0.26, -0.07, -0.11], [-0.32, -0.12, 0.09], [-0.06, 0.11, 0.38], [0.04, -0.02, -0.02], [0.01, 0.07, -0.01], [-0.05, -0.04, 0.00], [-0.11, -0.21, -0.29], [-0.07, -0.05, -0.99], [0.09, 0.05, 0.32], [0.27, 0.85, -0.41], [-0.12, -0.43, 0.36], [-0.13, -0.07, 0.49], [-0.24, -0.60, 0.27], [0.22, 0.10, -0.20], [-0.07, 0.21, 0.10], [0.51, -2.15, -0.79], [-0.23, 0.89, 0.08], [-0.95, 0.17, 0.47], [0.93, 0.80, 0.83], [-0.16, 0.04, -0.01], [0.45, 0.10, -0.05], [-0.13, 0.17, 0.14], [-0.40, -0.12, -0.78], [-0.35, -0.59, -0.34], [0.22, 0.39, 0.42], [0.87, -0.10, -0.33], [0.06, 0.18, -0.30], [-0.49, 0.18, -0.06], [-0.21, 0.04, 0.42], [-0.01, -0.02, 0.01], [-0.01, 0.03, 0.13]],
  "lowdin_charge": [0.657, -0.337, -0.350, -0.399, -0.332, -0.680, 0.018, 0.136, 0.173, 0.091, 0.078, 0.051, 0.107, -0.678, -0.005, 0.162, 0.178, 0.041, 0.095, 0.103, 0.073, -0.682, 0.019, 0.134, 0.182, 0.072, 0.088, 0.080, 0.052, -0.644, 0.026, 0.167, 0.157, 0.093, 0.076, 0.103, 0.089, -0.689, 0.016, 0.163, 0.157, 0.099, 0.024, 0.108, 0.073, -0.681, 0.022, 0.132, 0.170, 0.093, 0.081, 0.082, 0.083, -0.684, 0.011, 0.166, 0.152, 0.069, 0.097, 0.040, 0.092, -0.673, -0.004, 0.159, 0.151, 0.076, 0.090, 0.084, 0.052, -0.670, 0.013, 0.178, 0.146, 0.048, 0.089, 0.099, 0.089]
}


Entry 2:
{
  "formula": "C9H36ClN18O13",
  "method": "ωB97M-V/def2-TZVPD",
  "spin_multiplicity": 2,
  "orbital_gap_ev": [2.227, 8.797],
  "molar_mass_g_mol": 640.0,
  "total_charge": -2,
  "energy_ev": -75877.6338,
  "e_above_lowest_kcal_mol": 0.0,
  "symbols": ["Cl", "O", "O", "O", "O", "C", "O", "N", "N", "H", "H", "H", "H", "C", "O", "N", "N", "H", "H", "H", "H", "C", "O", "N", "N", "H", "H", "H", "H", "C", "O", "N", "N", "H", "H", "H", "H", "C", "O", "N", "N", "H", "H", "H", "H", "C", "O", "N", "N", "H", "H", "H", "H", "C", "O", "N", "N", "H", "H", "H", "H", "C", "O", "N", "N", "H", "H", "H", "H", "C", "O", "N", "N", "H", "H", "H", "H"],
  "positions_angstrom": [[0.098, 0.511, -0.042], [1.423, 0.637, 0.504], [-0.477, -0.846, -0.077], [-0.643, 1.275, 0.930], [0.123, 1.281, -1.283], [4.905, -2.211, 0.835], [5.425, -2.465, -0.225], [4.095, -1.236, 0.917], [5.293, -2.647, 2.005], [3.849, -0.883, 0.003], [3.625, -1.062, 1.794], [6.128, -3.210, 2.085], [4.793, -2.264, 2.795], [-3.799, 0.173, -3.652], [-4.918, 0.403, -3.154], [-3.597, -0.146, -4.902], [-2.744, 0.004, -2.916], [-4.443, -0.344, -5.417], [-2.694, -0.491, -5.197], [-1.822, 0.196, -3.280], [-2.872, -0.072, -1.917], [0.350, -2.111, 3.942], [-0.320, -2.990, 3.391], [0.522, -1.944, 5.238], [1.153, -1.248, 3.348], [1.189, -1.247, 5.536], [-0.095, -2.478, 5.833], [1.507, -0.568, 4.005], [1.160, -1.000, 2.369], [2.359, 4.620, -1.098], [2.908, 5.134, -2.070], [1.076, 4.779, -0.905], [2.827, 3.817, -0.236], [0.673, 5.527, -1.449], [0.900, 4.566, 0.067], [3.834, 3.745, -0.225], [2.294, 3.010, 0.057], [1.457, -3.894, -1.169], [1.857, -4.917, -1.657], [0.899, -3.833, 0.006], [1.516, -2.702, -1.689], [0.744, -2.943, 0.456], [0.676, -4.614, 0.607], [2.080, -2.463, -2.492], [1.316, -1.882, -1.134], [-2.407, 3.864, -1.922], [-3.232, 4.731, -2.192], [-1.262, 3.879, -2.421], [-2.599, 2.903, -1.071], [-0.952, 4.668, -2.971], [-0.548, 3.215, -2.158], [-3.459, 2.736, -0.568], [-1.850, 2.319, -0.729], [0.611, -0.297, -4.872], [-0.499, 0.171, -4.908], [1.121, -1.200, -5.634], [1.487, -0.057, -3.940], [0.621, -1.636, -6.396], [2.104, -1.404, -5.524], [1.136, 0.481, -3.161], [2.297, -0.639, -3.781], [-1.623, 1.209, 5.412], [-2.137, 1.102, 6.573], [-0.399, 1.211, 5.015], [-2.375, 1.477, 4.372], [0.392, 1.176, 5.642], [-0.301, 1.598, 4.087], [-3.366, 1.439, 4.560], [-2.041, 1.417, 3.420], [-3.716, -1.968, 1.614], [-4.941, -2.078, 1.821], [-2.920, -1.459, 2.534], [-3.070, -2.287, 0.477], [-3.289, -1.159, 3.425], [-1.929, -1.412, 2.345], [-3.383, -2.844, -0.305], [-2.103, -2.122, 0.718]],
  "atomic_forces_ev_per_a": [[-0.28, 2.56, 2.75], [1.71, -2.21, -0.69], [1.53, 1.33, -1.06], [-1.96, 0.02, -0.21], [-0.66, -1.64, -0.74], [2.91, -0.47, -1.17], [1.18, -1.67, -2.15], [-4.03, 3.53, -0.14], [0.90, -1.99, 2.83], [-0.66, 0.40, 0.62], [-0.49, 0.63, -0.49], [-0.49, 0.11, 0.13], [0.59, -0.46, 0.41], [-3.64, -0.20, 2.22], [0.52, -0.03, -0.86], [-0.45, -0.23, -3.81], [3.30, -0.03, 2.89], [0.45, 0.20, -0.19], [-0.26, 0.06, -0.05], [0.03, -0.23, 0.05], [0.06, 0.48, -0.21], [-0.15, -1.57, -1.27], [-0.32, 0.31, 0.02], [-1.33, -1.24, 2.55], [1.27, 1.73, -2.21], [-0.13, -0.13, 0.83], [0.44, 0.35, 0.30], [0.61, 0.73, -0.70], [-0.22, -0.17, 0.17], [-0.69, 2.43, -4.86], [1.22, 0.40, 0.10], [-2.79, 0.73, 0.60], [4.40, -3.66, 3.78], [-0.43, -0.22, 0.61], [-1.43, 0.69, -0.24], [-0.19, -0.50, 0.00], [0.09, 0.02, 0.21], [0.62, -1.64, 0.37], [0.65, -1.77, -1.54], [-2.09, 0.12, 4.45], [0.84, 4.57, -2.75], [-0.15, -0.19, -0.08], [0.38, -0.07, -0.56], [-0.07, -0.82, 0.20], [-0.27, -0.32, 0.00], [-4.82, 2.08, 0.99], [-1.25, 0.78, -0.22], [7.33, 0.12, -3.48], [-1.08, -3.49, 3.36], [-0.39, -0.30, 0.10], [-0.14, 0.13, -0.05], [-0.03, 0.54, -0.57], [0.03, 0.20, -0.26], [-0.99, 0.08, 1.08], [-1.84, 0.78, -0.55], [1.24, -3.75, -4.54], [1.98, 2.38, 4.05], [0.11, 0.30, 0.22], [-0.46, -0.22, -0.42], [0.30, 0.11, 0.22], [-0.36, 0.34, 0.02], [-2.87, 0.23, 4.37], [1.60, -0.21, -2.10], [4.13, -0.16, -0.09], [-3.82, 0.44, -2.15], [0.07, 0.02, -0.11], [1.03, -0.20, 0.25], [0.14, 0.06, -0.41], [-0.30, -0.11, 0.12], [-4.17, -0.61, -0.14], [0.89, -0.19, -0.47], [1.56, 1.08, 1.37], [1.22, 0.30, 0.11], [0.15, -0.20, -0.37], [-0.06, 0.05, 0.69], [-0.05, 0.23, 0.61], [0.33, -0.71, -1.75]],
  "lowdin_spin": [0.043, 0.037, 0.004, 0.010, 0.004, 0.027, 0.003, 0.020, 0.026, 0.002, 0.037, 0.004, 0.054, 0.000, 0.000, 0.000, 0.000, 0.000, 0.000, 0.000, 0.001, 0.054, 0.014, 0.055, 0.053, 0.111, 0.009, 0.138, 0.007, 0.006, 0.001, 0.001, 0.008, 0.000, 0.004, 0.006, 0.004, 0.002, 0.001, 0.003, 0.002, 0.002, 0.001, 0.001, 0.002, 0.001, 0.000, 0.000, 0.000, 0.000, 0.000, 0.000, 0.001, 0.001, 0.000, 0.000, 0.001, 0.000, 0.000, 0.001, 0.002, 0.031, 0.010, 0.048, 0.005, 0.097, 0.031, 0.001, 0.003, 0.002, 0.000, 0.002, 0.001, 0.001, 0.002, 0.000, 0.001]
}


- What is the formula in the second record?
  C9H36ClN18O13